Record 1
86
Properties=species:S:1:pos:R:3:lowdin_charge:R:1 method="wB97M-V/def2-TZVPD" total_charge=0 de_lowest_kj_mol=0.0 e_lumo_ha=0.0139 homo_energy_ev=-7.2
Pt -0.04 -0.85 -0.75 1.17
O 1.95 -1.04 -0.97 -0.34
C 2.75 0.07 -1.15 -0.49
C 2.32 1.19 -0.18 -0.08
C 1.06 1.92 -0.56 -0.25
C 1.04 3.30 -0.48 -0.01
C -0.13 3.99 -0.71 -0.04
C -1.26 3.26 -1.03 -0.03
C -1.20 1.88 -1.14 -0.24
C -2.41 1.12 -1.60 -0.05
C -2.89 -0.01 -0.66 -0.50
O -2.04 -1.09 -0.77 -0.36
C -4.29 -0.45 -1.16 -0.14
C -5.42 0.35 -0.98 -0.03
C -6.66 -0.06 -1.45 -0.09
C -6.79 -1.27 -2.11 -0.10
C -5.67 -2.07 -2.30 -0.08
C -4.43 -1.66 -1.83 -0.02
C -3.06 0.45 0.80 -0.14
C -3.37 1.76 1.16 -0.06
C -3.61 2.09 2.49 -0.09
C -3.53 1.12 3.48 -0.10
C -3.22 -0.18 3.13 -0.08
C -2.98 -0.51 1.80 -0.02
N -0.04 1.22 -0.92 0.03
C 2.71 0.64 -2.58 -0.17
C 3.59 1.65 -2.94 -0.04
C 3.55 2.21 -4.21 -0.08
C 2.61 1.76 -5.13 -0.10
C 1.73 0.75 -4.78 -0.08
C 1.78 0.19 -3.50 -0.03
C 4.18 -0.39 -0.82 -0.14
C 4.75 -0.23 0.44 -0.03
C 6.00 -0.76 0.72 -0.09
C 6.71 -1.46 -0.24 -0.10
C 6.14 -1.64 -1.50 -0.08
C 4.89 -1.11 -1.78 -0.02
H 3.11 1.92 -0.08 0.12
H 2.14 0.73 0.80 0.11
H 1.96 3.82 -0.24 0.12
H -0.16 5.07 -0.65 0.11
H -2.21 3.76 -1.22 0.12
H -2.17 0.62 -2.54 0.14
H -3.21 1.84 -1.80 0.12
H -5.34 1.29 -0.45 0.11
H -7.52 0.57 -1.29 0.10
H -7.76 -1.59 -2.47 0.10
H -5.76 -3.01 -2.82 0.10
H -3.55 -2.27 -1.97 0.11
H -3.44 2.53 0.41 0.10
H -3.86 3.12 2.75 0.10
H -3.73 1.38 4.51 0.10
H -3.16 -0.95 3.89 0.10
H -2.73 -1.53 1.52 0.12
H 4.34 2.00 -2.23 0.12
H 4.24 3.00 -4.48 0.10
H 2.58 2.19 -6.13 0.10
H 1.00 0.39 -5.49 0.10
H 1.10 -0.60 -3.22 0.09
H 4.22 0.30 1.22 0.10
H 6.43 -0.61 1.71 0.10
H 7.68 -1.87 -0.02 0.10
H 6.67 -2.19 -2.26 0.10
H 4.45 -1.26 -2.76 0.12
C 1.03 -3.24 4.74 -0.01
N 0.68 -1.92 4.24 -0.04
C 0.51 -0.86 5.07 -0.05
C 0.21 0.36 4.59 -0.01
C 0.12 0.48 3.17 -0.39
N 0.28 -0.54 2.35 0.19
C 0.49 -1.78 2.85 -0.47
O 0.53 -2.81 2.17 0.02
N -0.09 1.69 2.60 0.19
H 1.06 -3.20 5.83 0.09
H 2.00 -3.54 4.36 0.10
H 0.29 -3.97 4.42 0.09
H 0.63 -1.06 6.12 0.13
H 0.05 1.20 5.24 0.11
H -0.52 2.40 3.17 0.10
H -0.38 1.67 1.64 0.08
N 1.11 -3.63 -0.81 0.00
N -0.10 -2.88 -0.56 -0.18
H 1.39 -4.01 0.09 0.06
H 1.81 -2.93 -1.06 0.04
H -0.35 -2.96 0.42 0.06
H -0.85 -3.25 -1.14 0.09

=====

Record 2
89
Properties=species:S:1:pos:R:3:lowdin_charge:R:1 method="wB97M-V/def2-TZVPD" total_charge=0 e_lumo_ha="-0.0678 / -0.0677" homo_energy_ev="-6.3 / -6.3"
Fe 0.02 0.00 0.30 -0.47
C 3.12 2.05 -0.47 -0.27
As 1.16 1.87 -0.51 1.04
C 0.84 2.52 -2.31 -0.24
C 0.61 3.46 0.49 -0.38
C 1.35 4.64 0.42 -0.09
C 0.91 5.78 1.07 -0.07
C -0.29 5.75 1.77 -0.08
C -1.02 4.58 1.84 -0.12
C -0.57 3.42 1.22 -0.41
As -1.64 1.77 1.26 1.23
C -3.19 2.54 0.37 -0.24
C -2.41 1.83 3.08 -0.26
H 3.45 2.57 -1.36 0.04
H 3.60 1.07 -0.44 0.01
H 3.42 2.61 0.42 0.00
H 1.28 3.51 -2.39 0.04
H -0.22 2.55 -2.52 0.02
H 1.31 1.84 -3.03 0.03
H 2.28 4.66 -0.14 0.10
H 1.49 6.69 1.02 0.11
H -0.66 6.65 2.26 0.11
H -1.95 4.57 2.40 0.10
H -3.43 3.48 0.87 0.04
H -4.05 1.87 0.44 0.04
H -3.00 2.74 -0.68 0.03
H -2.15 2.74 3.62 0.02
H -2.08 0.97 3.67 0.00
H -3.50 1.78 2.98 0.03
N -0.85 -2.41 1.72 0.03
C -1.52 -3.58 1.48 -0.07
C -2.25 -3.44 0.36 -0.01
C -1.99 -2.07 -0.16 -0.24
N -1.00 -1.53 0.72 -0.11
H -0.03 -2.34 2.29 0.09
H -1.45 -4.40 2.17 0.12
H -2.90 -4.16 -0.10 0.12
H -1.59 -2.10 -1.17 0.12
Te 1.33 -1.32 -1.58 1.09
C 3.06 -2.55 -1.28 -0.61
C 3.85 -2.87 -2.38 -0.17
C 4.94 -3.72 -2.26 -0.10
C 5.26 -4.27 -1.03 -0.11
C 4.49 -3.96 0.08 -0.11
C 3.40 -3.11 -0.05 -0.19
H 3.60 -2.44 -3.35 0.08
H 5.53 -3.95 -3.14 0.10
H 6.10 -4.94 -0.94 0.10
H 4.73 -4.39 1.04 0.10
H 2.81 -2.87 0.83 0.04
Te 1.90 -0.23 1.98 1.48
C 2.18 1.64 2.97 -0.47
C 3.44 2.21 3.02 -0.15
C 3.63 3.42 3.67 -0.08
C 2.56 4.06 4.28 -0.07
C 1.30 3.49 4.24 -0.07
C 1.11 2.28 3.58 -0.14
C 1.43 -1.15 3.86 -0.48
C 2.44 -1.81 4.56 -0.13
C 2.17 -2.35 5.81 -0.08
C 0.90 -2.25 6.35 -0.08
C -0.11 -1.61 5.65 -0.07
C 0.16 -1.06 4.40 -0.16
H 4.28 1.70 2.55 0.10
H 4.62 3.87 3.70 0.11
H 2.72 5.00 4.79 0.11
H 0.47 3.98 4.72 0.11
H 0.12 1.83 3.56 0.06
H 3.43 -1.88 4.14 0.10
H 2.96 -2.85 6.36 0.11
H 0.69 -2.67 7.33 0.11
H -1.10 -1.53 6.07 0.11
H -0.63 -0.56 3.85 0.07
O -4.10 0.76 -4.73 -0.30
S -3.92 1.27 -3.40 0.63
O -4.55 2.53 -3.09 -0.31
N -2.34 1.30 -2.97 -0.02
C -2.13 0.49 -1.96 -0.52
O -0.94 0.25 -1.52 -0.34
C -3.31 -0.22 -1.43 -0.13
C -3.35 -1.11 -0.26 -0.16
C -4.64 -1.84 -0.20 -0.05
C -5.70 -1.55 -1.01 -0.08
C -5.65 -0.55 -2.00 -0.04
C -4.42 0.05 -2.19 -0.22
H -3.27 -0.50 0.66 0.12
H -4.73 -2.61 0.55 0.10
H -6.62 -2.12 -0.89 0.11
H -6.50 -0.30 -2.61 0.11

=====

Computed values of molecular weight (unit: u) for the preceding records, in sequence: 821.84 1078.70.
Computed values of total energy (unit: Eh) for the preceding records, in sequence: -2144.4935 -8530.7067.